Record 1
Formula: C5H27N2O6S
Source: the Open Molecules 2025 dataset
Level of theory: ωB97M-V with the def2-TZVPD basis set

Atoms and positions in Å:
H 0.260 -0.828 2.824
H 2.173 1.639 -0.891
H 1.620 1.607 0.562
H -2.175 -0.695 -0.614
H 2.294 4.215 0.590
H 1.151 4.085 -0.411
H -0.638 -2.569 0.797
O -3.093 0.520 2.811
C 0.565 -1.783 2.304
H -0.961 -2.119 -2.255
H 0.429 0.250 0.455
O 3.684 -0.897 0.938
H -0.906 1.368 -1.225
H -3.854 1.078 2.959
H 1.655 -1.766 2.431
C 0.097 -1.778 0.921
H 3.456 0.011 0.677
H 4.542 -1.088 1.301
H 0.238 0.420 -2.051
H -0.638 4.401 -0.453
C -0.813 0.476 -1.837
H -1.232 -0.010 1.322
N -1.185 -0.580 -0.783
H 1.395 -3.136 -0.091
O 1.729 3.561 0.149
O 2.292 1.173 -0.021
S 0.013 -3.167 3.365
H -2.446 1.100 2.417
O -0.176 -2.646 -2.425
H -0.135 -2.937 -3.347
C -0.489 -0.344 0.532
H -1.527 0.747 -3.916
C -1.866 0.365 -2.971
O -1.024 3.552 -0.204
H 0.809 -2.031 -1.129
H -1.949 3.850 -0.174
H -1.301 -2.844 3.286
H -2.727 1.137 -2.787
H 1.935 -1.563 -0.020
H -2.314 -0.628 -2.877
N 1.108 -2.151 -0.158

Force components x, y, z for each atom (eV/Å):
0.2 -1.0 -0.6
0.4 -0.5 1.5
1.2 0.0 -0.8
-0.1 0.6 -0.2
-0.1 -0.3 -0.1
0.1 0.0 0.0
-0.5 0.3 0.0
0.1 -0.5 -0.1
1.3 0.9 2.9
-0.2 0.2 0.0
-0.9 0.3 -0.2
-1.4 -0.9 -0.3
-0.1 0.8 -0.8
-0.4 0.2 0.1
-0.1 -0.1 -0.3
-1.7 0.6 -1.9
0.8 0.1 0.2
0.4 0.7 0.0
0.4 -0.7 -0.6
0.2 -0.1 0.1
-2.4 -0.4 2.2
1.3 -0.4 -0.9
1.9 0.8 0.0
-0.1 0.4 0.2
0.2 1.1 0.1
-1.0 0.0 -0.7
-0.3 0.3 -0.4
0.3 0.4 0.0
0.6 -0.6 -0.5
-0.2 0.2 0.3
-0.9 -2.7 -0.5
0.4 -0.8 -0.7
-1.0 2.3 1.7
-0.8 0.8 -0.2
-0.9 0.0 -0.2
0.0 -0.6 0.1
0.3 -0.2 0.1
1.3 -1.5 0.2
0.5 -0.2 0.2
0.1 0.1 -0.9
1.1 0.3 1.3

The calculation puts the HOMO energy at -11.9022 eV. The charge is +1. Its largest force on an atom is 0.063 hartree/bohr. The value obtained for the total energy is -31716.718 eV. As for the frontier orbital gap: 9.39 eV.

Record 2
Formula: C13H19N
Source: the Open Molecules 2025 dataset
Level of theory: ωB97M-V with the def2-TZVPD basis set

Atoms and positions in Å:
C 2.384 -1.581 3.614
N 3.554 1.173 1.422
H -2.149 0.826 -3.222
H -3.668 2.467 -0.958
C 2.754 0.518 0.521
H 1.331 -1.445 3.862
H -4.945 0.556 -2.486
C -2.927 1.721 -0.655
H -2.947 -0.397 -0.512
C 1.046 -1.223 -0.847
H 0.353 -1.815 -1.417
H 1.324 0.097 -2.488
C 3.576 0.437 2.594
H -4.682 -1.041 -1.707
H 2.661 -2.605 3.371
H -1.120 0.113 -2.105
H 0.966 -2.368 0.912
C -2.164 0.077 -2.434
C -4.585 0.037 -1.599
H 4.092 0.808 3.471
C 1.594 -0.068 -1.458
C 2.738 -0.626 2.513
H -1.984 2.150 -0.992
C 2.210 -0.596 1.167
H 3.073 1.465 -1.408
H 2.932 -1.302 4.511
C -3.116 0.339 -1.306
H -2.784 1.622 0.414
C 1.372 -1.464 0.475
C 2.501 0.753 -0.827
H 4.102 1.991 1.216
H -5.196 0.265 -0.725
H -2.299 -0.884 -2.917

Force components x, y, z for each atom (eV/Å):
0.3 0.7 -0.1
0.3 -0.2 -0.1
-0.6 0.3 -0.2
-0.2 -0.3 0.4
0.1 0.0 -0.2
-0.1 -0.5 -0.1
-0.2 0.0 0.0
0.9 0.1 -0.7
0.7 0.0 0.0
0.5 1.6 0.5
-0.1 -0.3 0.1
0.2 0.2 -0.3
-0.2 0.5 0.5
-0.2 -0.1 -0.5
-0.4 -0.1 0.0
-0.2 -0.2 0.4
0.1 0.1 0.4
1.0 0.1 -0.5
0.3 -0.2 -0.1
0.1 -0.1 -0.2
-0.1 -0.8 -0.2
0.1 0.0 -0.3
0.2 0.0 -0.1
0.0 -0.4 0.6
-0.2 0.4 0.1
0.1 0.0 0.1
-0.8 -0.1 1.2
-0.6 0.2 0.3
-0.7 -0.8 -0.7
0.0 0.0 -0.2
0.0 -0.1 0.1
-0.1 0.4 -0.1
-0.2 -0.3 0.0

The calculation puts the HOMO energy at -7.8797 eV. As for the structure (SMILES): Cc1c[nH]c2ccccc12.CC(C)C. Its largest force on an atom is 0.033 hartree/bohr. The value obtained for the total energy is -15279.324 eV. As for the frontier orbital gap: 8.80 eV.

Record 3
Formula: C4H17N3O3
Source: the Open Molecules 2025 dataset
Level of theory: ωB97M-V with the def2-TZVPD basis set

Atoms and positions in Å:
H -1.902 1.787 -1.487
H 1.170 -2.750 -0.109
H -1.235 3.240 -1.215
C 1.852 -0.824 -0.586
H 2.835 -0.398 -0.711
N 1.914 -2.237 -0.547
H -1.319 -0.354 -0.734
C 0.047 1.863 -2.015
O -0.542 -2.294 2.399
O -2.693 0.973 0.886
H -0.504 -1.734 -0.672
N -1.267 2.474 -1.875
H 0.994 -0.854 3.077
H -3.262 0.875 1.649
H -1.866 0.500 1.031
N -0.537 -0.804 -0.264
C 0.705 -0.145 -0.625
H 0.710 2.498 -2.608
H 0.719 -0.410 1.709
H -1.473 -2.203 2.621
H 0.115 1.692 0.218
O 0.898 -0.036 2.582
H 0.029 1.011 -2.692
H -0.536 -2.313 1.439
H 1.672 1.666 -0.463
H 2.834 -2.581 -0.330
C 0.644 1.358 -0.677

Force components x, y, z for each atom (eV/Å):
-0.2 0.2 0.1
0.1 0.0 0.2
0.0 0.0 0.0
-0.4 -1.1 -0.4
-0.2 0.5 0.0
0.2 0.4 -0.2
0.0 0.0 0.1
0.3 0.0 0.2
-0.2 -0.7 0.2
0.0 0.2 -0.6
-0.3 -0.1 0.0
0.0 -0.2 -0.5
-0.1 0.1 0.3
0.2 -0.1 0.2
-0.1 -0.1 0.5
0.5 -0.2 -1.1
0.0 0.4 1.1
0.1 0.5 0.6
0.0 0.4 -0.1
0.0 0.0 0.1
-0.4 0.3 -0.2
0.4 0.1 -0.1
-0.6 -0.3 0.0
-0.1 0.3 -0.1
0.0 0.3 -0.5
-0.2 -0.2 0.2
1.0 -0.7 0.1

The calculation puts the HOMO energy at -7.9284 eV. As for the structure (SMILES): N/C=C(\N)CCN.O.O.O. Its largest force on an atom is 0.025 hartree/bohr. The value obtained for the total energy is -15035.859 eV. As for the frontier orbital gap: 8.32 eV.